Computed, not measured: the ion C4H6NO with charge +1 in a non-equilibrium geometry, with the ωB97M-V functional and the def2-TZVPD basis.

Output
SMILES   CC(=O)C1=C[NH2+]1
Total charge   +1
LUMO level   -5.05 eV
Frontier orbital gap   10.1100 eV
Energy above the lowest of the compared OMol25 structures with the same formula, charge and spin   69.48 kcal/mol

Geometry as XYZ:
```
12
Properties=species:S:1:pos:R:3:lowdin_charge:R:1
C -1.786 -0.752 -0.060 0.00
C -1.055 0.556 -0.014 -0.39
O -1.394 1.664 0.188 0.18
C 0.502 0.285 -0.141 -0.05
C 1.473 -0.565 0.033 0.21
N 1.816 0.978 -0.112 0.18
H -1.913 -0.896 1.001 0.09
H -1.190 -1.625 -0.498 0.12
H -2.949 -0.847 -0.357 0.17
H 2.132 -1.400 0.204 0.14
H 2.148 1.304 0.791 0.16
H 2.216 1.299 -1.035 0.20
```